Below is a single C5H7NO molecule in a non-equilibrium geometry, with properties calculated with wB97M-V/def2-TZVPD.

Properties
SMILES: Cc1ccn(O)c1
HOMO energy: -0.3091 Ha
Energy above the lowest of the compared OMol25 structures with the same formula, charge and spin: 422.77 kJ/mol
Kohn-Sham gap: 9.0 eV

Last column: Mulliken charge in e.
Cartesian coordinates (Å):
O 2.84 -0.01 -0.15  -0.439
N 1.43 -0.37 0.19  0.124
C -1.91 -0.01 -0.93  -1.223
C 0.84 -0.17 1.45  -0.554
C -0.53 -0.02 1.09  -0.342
C -0.62 -0.10 -0.20  0.520
C 0.53 -0.08 -0.83  -0.322
H 2.81 0.97 0.33  0.376
H -1.37 0.14 1.90  0.274
H -2.46 0.89 -0.46  0.306
H -2.24 -0.98 -0.85  0.339
H 0.84 -0.17 -1.89  0.340
H -1.68 0.26 -2.02  0.257
H 1.53 -0.36 2.37  0.344

Below is C7H12O as an isolated structure in a non-equilibrium geometry, with properties calculated with wB97M-V/def2-TZVPD.

Properties
HOMO energy: -0.3065 Ha
Energy above the lowest of the compared OMol25 structures with the same formula, charge and spin: 692.48 kJ/mol
Kohn-Sham gap: 9.1 eV

Last column: Mulliken charge in e.
Cartesian coordinates (Å):
O 0.71 0.98 1.31  -0.379
C -0.12 1.21 0.20  0.248
C -0.87 -0.21 -1.94  -0.783
C -0.30 -0.01 -0.61  0.094
C 0.91 -2.15 -0.67  -1.055
C -1.40 1.86 0.72  -0.795
C 0.49 -0.99 -0.11  0.338
C 0.78 -0.51 1.26  -0.609
H -0.27 0.12 -3.01  0.193
H -1.52 1.24 2.01  0.204
H 0.96 -2.86 0.32  0.295
H -0.81 -1.39 -1.97  0.130
H 1.93 -0.90 1.30  0.323
H -1.84 0.29 -1.79  0.212
H 0.02 -2.55 -1.44  0.388
H -2.41 1.36 -0.34  0.211
H -1.26 3.01 0.92  0.276
H 0.47 2.00 -0.35  0.262
H 1.88 -2.07 -1.20  0.221
H 0.25 -1.33 2.01  0.225

Below is a 9-piece molecular cluster, C17H30ClO22 overall in a non-equilibrium geometry, with properties calculated with wB97M-V/def2-TZVPD.

Properties
Charge: -1
HOMO energy: -0.2392 Ha
Energy above the lowest of the compared OMol25 structures with the same formula, charge and spin: 522.96 kJ/mol
Kohn-Sham gap: 8.2 eV

Last column: Mulliken charge in e.
Cartesian coordinates (Å):
Cl -0.60 -1.83 -0.82  1.571
O -0.57 3.35 1.86  -0.237
O -0.36 3.15 -8.28  -0.320
O 0.59 5.32 1.95  -0.298
O 0.84 -1.84 -0.52  -0.672
O 3.86 -1.59 -6.30  -0.345
O -1.17 -2.01 0.43  -0.649
O 7.86 -1.01 2.17  -0.544
O 5.63 -0.12 -6.89  -0.553
O -0.93 -2.97 -1.68  -0.646
O -7.53 0.55 2.79  -0.356
O -0.99 -0.56 -1.32  -0.605
O -2.40 -5.87 1.90  -0.643
O -2.77 -7.97 -3.79  -0.647
O -2.02 4.65 -7.87  -0.566
O -8.52 1.36 0.96  -0.505
O 5.39 -0.88 -4.73  -0.313
O -1.30 3.12 -6.34  -0.340
O -1.22 -0.23 7.35  -0.306
O -1.95 -2.13 8.23  -0.322
O 0.82 3.67 3.59  -0.561
O -1.36 -0.43 9.67  -0.587
O -6.52 1.96 1.39  -0.287
C -6.16 0.49 3.17  -0.177
C -1.47 -0.90 8.50  0.665
C -0.94 -1.16 6.26  -0.196
C -0.85 4.07 0.60  -0.269
C 5.01 -0.78 -6.05  0.658
C -7.59 1.37 1.65  0.626
C -1.31 3.69 -7.60  0.709
C -0.39 5.45 0.97  -0.268
C 0.39 4.05 2.50  0.591
C -5.49 1.52 2.25  -0.320
C -0.43 1.94 -6.21  -0.183
C 4.51 -1.72 -4.02  -0.225
C 7.30 0.30 2.25  -0.064
C 5.81 0.18 2.62  -1.090
C -1.42 -2.50 6.92  -0.267
C 3.56 -2.31 -5.06  -0.223
C 0.04 2.02 -7.67  -0.305
H -1.03 1.04 -6.06  0.227
H 7.87 1.01 2.85  0.219
H -2.63 -7.09 -3.45  0.332
H 4.99 -2.59 -3.59  0.241
H 5.67 0.26 3.70  0.308
H 0.14 -1.13 6.15  0.219
H 1.12 1.88 -7.61  0.246
H -1.29 5.96 1.29  0.221
H -5.95 0.73 4.21  0.279
H 7.41 -1.68 2.68  0.302
H 3.83 -3.37 -5.11  0.234
H -0.25 1.19 -8.31  0.270
H -3.07 -5.23 1.70  0.316
H 2.50 -2.12 -4.89  0.255
H -5.74 -0.47 2.86  0.231
H 0.38 2.03 -5.49  0.261
H -5.03 2.29 2.87  0.258
H 4.04 -1.12 -3.24  0.271
H 5.33 1.04 2.15  0.291
H -0.66 -3.24 7.15  0.238
H -1.45 -0.88 5.33  0.276
H -2.07 -3.01 6.21  0.280
H -1.59 -5.36 1.94  0.328
H -0.33 3.76 -0.31  0.208
H -3.64 -8.22 -3.47  0.315
H -1.83 3.82 0.21  0.303
H -4.72 1.01 1.69  0.254
H 7.42 0.71 1.25  0.213
H 5.18 -0.66 2.32  0.365
H 0.08 6.00 0.15  0.310

Below is a 3-piece molecular cluster, C40H62ClF3N3O5 overall in a non-equilibrium geometry, with properties calculated with wB97M-V/def2-TZVPD.

Properties
Charge: +1
HOMO energy: -0.3945 Ha
Kohn-Sham gap: 7.6 eV

Last column: Mulliken charge in e.
Cartesian coordinates (Å):
Cl 0.72 -2.54 -5.11  -0.221
F 3.96 2.99 -4.24  -0.272
F 5.45 1.63 -3.40  -0.225
F 4.21 1.01 -5.08  -0.274
O 1.24 -3.23 -2.68  -0.435
O 3.36 1.21 -3.02  -0.540
O -0.90 -3.70 2.25  -0.417
O -0.58 -0.04 7.31  -0.317
O -0.49 -5.75 1.44  -0.511
N -1.90 -1.15 -4.10  0.100
N -1.00 -1.20 -2.00  0.716
N -0.17 0.32 -3.59  0.715
C -0.42 -0.44 -0.88  0.613
C 1.82 0.82 1.06  -0.785
C -8.43 -0.49 3.61  -0.359
C -4.87 -1.45 -1.70  -0.464
C -7.10 0.98 1.66  -0.448
C 1.12 0.26 -2.82  1.331
C 1.29 1.02 6.24  -0.960
C 8.66 1.34 -2.85  -0.044
C -7.11 -0.80 3.28  -0.519
C 2.05 0.40 -0.40  -1.276
C -4.22 0.77 -2.83  -1.450
C -0.70 1.67 -3.95  -0.309
C 0.56 1.36 3.81  -0.067
C 1.96 -0.99 -3.21  -1.547
C -2.21 1.78 -4.16  -1.525
C 0.70 2.42 2.72  -1.509
C -6.45 -0.06 2.31  -0.165
C -8.41 1.29 1.99  -0.460
C -1.03 -0.66 -3.23  -1.915
C -0.41 -4.58 1.30  0.119
C 4.24 1.71 -3.92  1.095
C 1.31 -2.33 -3.43  0.667
C 0.14 -3.92 0.05  -0.528
C 0.54 -0.28 6.48  -0.326
C -9.08 0.55 2.96  -0.380
C 0.73 1.87 1.29  0.297
C 0.81 0.42 -1.31  0.715
C -4.41 0.00 -1.51  1.060
C 8.78 0.26 -1.98  -0.381
C 1.98 1.46 -3.30  -2.454
C -2.98 1.68 -2.82  0.776
C 10.01 -0.08 -1.45  -0.397
C 11.14 0.66 -1.79  -0.454
C 9.79 2.08 -3.19  -0.593
C -4.66 -2.32 -0.45  -1.140
C 0.62 1.95 5.22  -0.767
C 11.02 1.74 -2.66  -0.346
C -0.76 -0.98 8.34  -0.756
C -0.33 -1.39 0.31  -1.640
C 0.72 -2.52 0.27  -0.778
H -0.16 3.09 2.79  0.345
H -2.28 1.30 -2.06  -0.894
H 2.76 1.23 1.45  0.540
H 2.30 0.78 5.88  0.445
H -5.10 1.39 -3.02  0.548
H -0.27 1.47 1.07  -0.225
H -3.27 2.69 -2.53  0.691
H 1.70 2.38 -2.79  0.134
H 1.62 -0.07 1.67  -0.163
H 9.70 2.92 -3.87  0.361
H 1.34 0.59 3.71  0.296
H -5.93 -1.45 -1.96  0.469
H -2.58 1.06 -4.89  0.436
H -10.10 0.79 3.22  0.369
H -4.17 0.06 -3.66  0.466
H -0.23 -0.80 1.22  0.058
H 0.00 -0.85 9.13  0.305
H -0.36 -3.73 3.05  0.310
H -1.19 0.28 -0.60  -0.063
H 0.90 2.71 0.61  0.372
H 10.10 -0.91 -0.77  0.357
H -0.88 -2.21 -1.99  0.310
H -5.14 0.51 -0.89  0.100
H -2.36 2.76 -4.61  0.562
H 2.75 1.12 -0.82  0.925
H -1.75 -1.03 -5.09  0.442
H -2.71 -1.65 -3.77  0.130
H -0.18 2.03 -4.84  0.339
H 2.49 -0.78 -4.14  0.930
H 1.21 -1.02 6.94  0.449
H -6.58 1.56 0.91  0.366
H 7.90 -0.31 -1.71  0.350
H -0.70 -2.01 7.97  0.319
H 0.46 1.46 -1.27  0.625
H 1.25 -2.52 1.22  0.489
H 1.59 3.04 2.90  0.450
H -1.32 -1.86 0.40  0.730
H -0.67 -3.91 -0.68  0.123
H 0.19 -0.70 5.53  0.122
H -3.46 -0.02 -0.96  -0.624
H -4.42 -3.35 -0.70  0.363
H 1.49 -2.34 -0.49  0.461
H -0.46 2.35 -3.13  0.318
H 1.85 1.58 -4.38  1.076
H -8.94 -1.07 4.36  0.368
H 1.18 2.88 5.19  0.413
H -5.42 -0.30 2.06  0.483
H -5.56 -2.32 0.17  0.349
H -3.85 -1.93 0.16  0.054
H -1.74 -0.81 8.77  0.228
H 1.41 1.54 7.19  0.397
H -8.92 2.10 1.49  0.366
H 12.10 0.40 -1.38  0.357
H -0.39 0.83 3.67  0.226
H -6.60 -1.61 3.79  0.373
H 7.70 1.60 -3.26  0.460
H 2.72 -1.12 -2.44  0.491
H -0.39 2.17 5.57  0.419
H 11.90 2.31 -2.93  0.366
H 2.57 -0.56 -0.44  0.279
H 0.91 -4.59 -0.31  0.517
H -4.33 -1.91 -2.55  0.091

Table of E_tot (eV), in record order: -8831.8211 -9493.6415 -75674.0285 -77863.1527